DFT (ωB97M-V/def2-TZVPD) results for a molecular structure, C13H13Br3O4 at a distorted geometry.

* HOMO: -8.16 eV
* orbital gap: 7.620 eV
* 2S+1: 1
* calculated total energy: -8526.1327 Ha

Last column: Löwdin charge in e.
CARTESIAN COORDINATES (ANGSTROEM)
C 0.4804 0.1753 0.5770  -1.52
Br 0.5748 1.2000 2.2414  0.57
Br -1.3456 -0.5890 0.3831  0.56
Br 1.7638 -1.2979 0.6032  0.57
H 0.7106 0.8267 -0.2530  -0.02
C 5.8839 3.0756 0.7420  -0.02
C 7.1984 3.2672 0.3759  -0.01
C 7.8936 2.2336 -0.2645  -0.33
C 7.1908 1.0818 -0.6032  -0.03
C 5.8276 0.9621 -0.3971  -0.02
C 5.1963 1.9227 0.3886  -0.32
O 3.9096 1.6951 0.8413  0.00
O 9.2234 2.3727 -0.5024  0.05
H 5.4029 3.7481 1.4418  0.12
H 7.7649 4.0885 0.7958  0.12
H 7.7289 0.3770 -1.2325  0.11
H 5.2689 0.1170 -0.7810  0.11
H 3.7871 0.7423 0.7608  0.03
H 9.6203 1.5639 -0.8352  0.10
C -6.6448 -2.3422 -1.6027  -0.02
C -5.8450 -1.3324 -1.0992  -0.03
C -5.9187 -0.9764 0.2348  -0.33
C -6.9507 -1.4475 1.0308  0.00
C -7.7585 -2.4705 0.5263  -0.01
C -7.6079 -2.9059 -0.7855  -0.33
O -8.5578 -3.7777 -1.3252  0.01
O -4.9513 -0.1837 0.7772  0.03
H -6.6655 -2.5526 -2.6643  0.12
H -5.1351 -0.8495 -1.7611  0.12
H -7.0308 -1.1730 2.0734  0.12
H -8.6129 -2.8000 1.1021  0.12
H -8.2716 -4.6700 -1.0884  0.10
H -4.1299 -0.0817 0.2996  0.03